Record 1
Formula: C5H9NO
Source: OMol25
Level of theory: wB97M-V/def2-TZVPD

As for the total energy: -325.806315 hartree. The value obtained for the energy above the lowest of the compared OMol25 structures with the same formula, charge and spin is 344.6 kJ/mol. The LUMO energy is 0.0283 Ha. For the molecular weight, the calculation gives 99.13 u.

```
16
Properties=species:S:1:pos:R:3:forces:R:3:lowdin_charge:R:1
C -0.603304 1.817127 0.130007 0.1 0.1 -0.2 -0.10
N -0.426148 0.564159 0.863933 0.0 -2.0 -1.8 -0.03
C 0.866276 -0.489247 0.136236 -2.1 0.8 2.0 -0.21
C -0.929961 -1.376353 -1.288777 0.4 1.8 0.2 -0.28
C 0.403554 -1.000018 -1.075709 -0.5 -0.4 -1.1 -0.14
C 1.819202 -0.762986 1.007554 0.0 0.2 0.2 0.03
O -1.883802 -1.118399 -0.482549 0.1 -0.1 0.3 -0.11
H -1.359032 -0.158794 0.526894 1.8 0.4 0.2 0.16
H -0.244560 0.717110 1.849269 -0.1 -0.3 0.0 0.11
H -1.202076 -1.694002 -2.304678 0.1 -0.5 0.2 0.11
H 1.102640 -1.054080 -1.899886 0.0 -0.2 0.0 0.09
H 0.224333 2.507307 0.306639 0.0 -0.1 0.0 0.08
H -0.642425 1.559501 -0.930441 0.0 0.1 0.1 0.08
H -1.544707 2.304223 0.396633 0.1 -0.1 0.0 0.09
H 2.458407 -1.620328 0.849961 0.1 0.1 -0.2 0.07
H 1.961604 -0.195221 1.914913 0.0 0.1 0.0 0.05
```
Forces are in eV/Å.

Record 2
Formula: C5H9NO
Source: OMol25
Level of theory: wB97M-V/def2-TZVPD

As for the total energy: -325.797602 hartree. The value obtained for the energy above the lowest of the compared OMol25 structures with the same formula, charge and spin is 367.4 kJ/mol. The LUMO energy is 0.0309 Ha. For the molecular weight, the calculation gives 99.13 u.

```
16
Properties=species:S:1:pos:R:3:forces:R:3:lowdin_charge:R:1
N 1.733728 0.209871 -0.098955 -0.3 0.2 0.1 -0.02
C 1.139748 1.063032 0.762663 0.1 -0.1 -0.4 -0.08
C 1.210798 -1.154722 0.111759 0.0 -0.3 0.1 -0.19
C -0.329387 -1.116129 0.297363 0.0 0.0 0.1 -0.20
C -1.084998 0.023098 -0.436725 0.1 0.0 -0.1 -0.18
C -0.897088 1.464389 0.096848 -0.3 -0.1 0.0 -0.21
O 0.445189 1.981625 -0.010970 0.2 0.1 0.2 -0.15
H 1.650618 0.492540 -1.077342 -0.1 0.0 0.0 0.13
H 1.488291 -1.731702 -0.776211 0.0 0.1 0.2 0.11
H 1.687570 -1.615486 0.980115 0.0 0.1 -0.1 0.11
H -0.541337 -1.016941 1.367883 0.0 0.0 -0.1 0.11
H -0.752467 -2.075338 -0.023792 0.0 0.1 0.0 0.10
H -0.869727 0.004563 -1.513505 0.0 0.0 0.1 0.11
H -2.159105 -0.191277 -0.339934 0.2 0.1 0.0 0.11
H -1.209774 1.508801 1.148329 0.0 0.0 -0.1 0.12
H -1.512060 2.153671 -0.487531 0.1 -0.1 0.1 0.12
```
Forces are in eV/Å.

Record 3
Formula: C5H9NO
Source: OMol25
Level of theory: wB97M-V/def2-TZVPD

As for the total energy: -325.868565 hartree. The value obtained for the energy above the lowest of the compared OMol25 structures with the same formula, charge and spin is 181.1 kJ/mol. The LUMO energy is 0.0308 Ha. For the molecular weight, the calculation gives 99.13 u.

```
16
Properties=species:S:1:pos:R:3:forces:R:3:lowdin_charge:R:1
C -1.089827 -0.381861 -1.375568 -0.8 0.1 0.8 -0.19
C 1.586074 -0.728833 0.924897 0.0 0.1 -0.1 -0.05
C 1.033055 0.565445 0.393164 -0.2 2.4 0.0 -0.42
C -1.281732 -0.068788 -0.083636 -0.4 -0.7 -0.7 -0.12
C -0.476342 0.918639 0.686479 1.8 -0.6 -0.5 -0.15
O -1.811128 -1.329398 -2.049244 -0.1 0.0 0.2 0.00
N 1.803064 1.387543 -0.233786 -0.5 -1.1 0.4 0.11
H -2.496191 -1.691350 -1.463039 0.3 0.1 -0.2 0.10
H -0.404335 0.128787 -2.042739 0.1 -0.1 0.2 0.13
H 1.310262 2.231891 -0.537158 -0.1 -0.2 0.2 0.04
H -2.009734 -0.631853 0.494718 -0.1 -0.1 -0.2 0.11
H 1.425389 -1.521220 0.189056 0.0 0.0 0.2 0.08
H 2.658986 -0.628726 1.108093 -0.2 0.0 -0.1 0.08
H 1.091491 -0.997208 1.861154 0.0 -0.1 -0.1 0.08
H -0.651478 0.804187 1.760188 -0.1 0.1 -0.2 0.11
H -0.687554 1.942744 0.367422 0.2 0.0 0.2 0.11
```
Forces are in eV/Å.

Record 4
Formula: C5H9NO
Source: OMol25
Level of theory: wB97M-V/def2-TZVPD

As for the total energy: -325.814314 hartree. The value obtained for the energy above the lowest of the compared OMol25 structures with the same formula, charge and spin is 323.6 kJ/mol. The LUMO energy is 0.0386 Ha. For the molecular weight, the calculation gives 99.13 u.

```
16
Properties=species:S:1:pos:R:3:forces:R:3:lowdin_charge:R:1
C -1.957757 -0.264727 0.323948 0.0 0.0 0.1 -0.07
C -0.803208 -0.114129 -0.675080 -0.1 -0.1 -0.1 -0.26
C -0.107719 1.277378 -0.555762 -0.2 0.3 -0.1 -0.14
C 0.961698 0.670205 0.353917 0.1 0.0 0.1 -0.13
O 2.508037 -1.231472 0.400251 0.2 -0.5 0.1 -0.10
C 0.549884 -0.666759 -0.185969 0.4 0.1 0.3 -0.29
N 1.298576 -1.692936 -0.206529 -0.3 0.4 -0.1 0.07
H -2.726166 0.492434 0.122158 0.2 -0.1 -0.1 0.08
H -1.619714 -0.112508 1.354813 0.0 0.0 -0.1 0.08
H -2.437436 -1.246596 0.266341 0.2 0.1 0.0 0.08
H -1.150504 -0.375905 -1.681429 0.3 -0.1 0.2 0.13
H 0.353762 1.548125 -1.509873 -0.2 0.1 0.1 0.11
H -0.679652 2.122704 -0.168958 -0.2 -0.2 -0.1 0.11
H 0.736252 0.642739 1.424305 -0.1 0.5 0.0 0.13
H 2.003218 0.950848 0.214702 -0.2 0.1 0.0 0.11
H 3.070736 -1.999396 0.523168 -0.2 -0.4 -0.2 0.08
```
Forces are in eV/Å.